Formula: C60H155N9O22
Source: the Open Molecules 2025 dataset
Level of theory: wB97M-V/def2-TZVPD

Summary:
HOMO-LUMO gap, Ha: 0.336
Total charge: 0

Atoms and positions in Å:
H -21.646 -4.674 -34.428
H -20.381 -3.411 -30.811
H -16.459 -13.105 -39.201
C -22.879 2.981 -25.989
O -25.573 -9.568 -28.993
H -19.068 -4.209 -26.480
O -23.191 -3.260 -36.395
H -19.023 -6.980 -32.843
H -26.653 -0.299 -33.333
C -22.292 -7.067 -29.284
H -24.380 -0.928 -26.855
H -19.912 -7.095 -36.841
H -22.752 1.176 -37.283
C -22.266 7.523 -33.020
H -16.240 2.521 -25.446
H -26.708 -11.369 -29.026
H -23.853 -3.449 -30.455
C -16.648 1.511 -25.399
H -16.884 -6.730 -31.533
C -21.544 2.576 -26.659
H -26.978 -2.579 -34.484
C -18.885 -7.209 -36.492
O -22.690 -0.600 -40.317
C -27.848 -4.718 -33.276
H -26.147 -4.000 -32.669
C -23.185 0.397 -36.654
H -19.965 0.478 -26.825
C -22.357 2.341 -30.610
C -16.483 -0.643 -31.600
C -18.064 -8.235 -37.259
H -19.819 -2.405 -29.454
H -28.459 -6.601 -32.720
H -16.297 1.268 -30.697
N -27.091 -3.642 -32.702
H -27.504 -9.819 -29.382
H -19.766 -7.103 -31.169
H -17.013 -10.797 -38.007
H -22.762 3.738 -25.213
C -24.435 -4.580 -34.898
C -16.722 0.932 -26.777
H -21.197 -2.778 -27.221
H -21.806 3.057 -22.946
H -22.189 0.868 -34.734
C -22.621 -5.810 -30.086
C -16.316 -1.997 -36.186
H -18.762 3.240 -32.394
H -15.235 -1.923 -36.066
C -23.116 -9.268 -28.655
C -26.392 6.661 -24.614
O -18.445 -5.490 -31.613
H -19.964 -1.115 -34.575
N -23.891 3.227 -26.995
H -17.355 1.455 -22.664
H -27.606 -4.967 -34.310
H -18.925 -0.083 -35.626
H -24.115 -10.574 -30.010
H -18.123 -9.178 -36.716
H -23.131 -2.316 -36.555
H -27.251 6.457 -23.974
H -25.432 -4.073 -30.452
H -28.194 -2.014 -33.406
H -23.731 4.537 -30.674
H -23.175 -8.926 -27.621
H -25.198 -7.841 -31.422
C -17.314 -5.915 -30.951
H -17.303 3.293 -31.553
H -16.647 -1.242 -36.899
H -26.758 -1.018 -31.782
C -25.163 3.631 -26.379
C -15.705 -12.353 -39.433
H -22.622 -3.839 -27.108
H -27.907 -5.621 -31.364
C -20.544 -2.483 -30.264
H -24.172 -7.736 -29.427
C -20.429 0.768 -27.767
H -15.690 0.787 -27.098
H -24.837 -1.467 -38.782
H -18.046 -0.755 -32.846
H -24.897 5.692 -26.623
H -18.376 -3.178 -32.896
H -16.728 -4.587 -28.022
C -22.208 0.098 -35.505
H -19.327 -6.935 -27.675
C -27.168 -2.383 -33.429
H -24.913 -1.283 -28.451
H -21.523 -0.848 -41.987
H -17.258 -0.017 -26.767
H -24.127 3.567 -32.006
H -21.469 -2.434 -29.689
O -26.344 5.342 -25.230
O -20.794 -4.786 -27.493
H -24.332 -11.127 -28.405
C -17.542 -9.172 -39.407
N -23.456 -0.775 -37.467
C -26.430 -1.224 -32.801
O -16.397 -11.207 -39.912
H -15.981 -1.140 -30.770
C -25.076 4.996 -25.802
H -22.514 -3.925 -33.204
H -19.806 1.385 -28.415
H -17.390 -2.440 -27.980
C -22.182 -3.746 -34.227
H -18.475 -7.491 -39.101
H -18.600 2.198 -25.157
H -17.340 3.043 -23.260
C -19.271 2.400 -22.773
H -23.139 0.874 -27.865
O -19.885 7.901 -32.868
H -24.304 -4.583 -31.758
C -24.090 -0.825 -27.901
C -16.526 -2.658 -33.906
H -26.665 7.403 -25.364
C -16.380 -2.702 -28.296
H -15.732 -0.444 -32.365
H -24.017 -5.463 -35.381
C -27.664 -5.937 -32.378
C -21.071 3.860 -22.904
O -23.940 -5.425 -29.804
H -21.518 4.721 -23.402
H -23.184 -1.417 -28.028
C -24.214 -0.584 -32.190
C -26.600 -10.410 -29.532
H -28.920 -4.523 -33.316
H -16.577 -3.010 -36.494
H -22.784 4.891 -33.488
C -22.112 -0.063 -41.513
H -15.490 -2.539 -33.589
H -24.262 -0.727 -31.111
C -21.554 -3.758 -26.904
C -17.321 -10.657 -39.043
H -24.471 0.429 -32.500
H -18.925 -7.526 -35.449
N -22.302 6.359 -32.110
C -18.747 -6.052 -27.405
C -17.905 2.114 -23.336
H -17.863 -9.133 -40.448
N -18.323 -5.490 -28.675
C -18.180 2.659 -31.678
C -26.178 -7.378 -31.305
H -21.452 -2.952 -34.382
H -20.845 2.350 -25.853
H -23.949 2.424 -27.605
H -15.742 -1.906 -27.912
H -20.620 -0.151 -28.322
H -23.462 1.169 -39.561
H -17.050 -7.839 -37.210
H -17.840 -6.393 -26.906
C -19.666 -5.091 -26.706
H -16.343 3.516 -27.739
H -25.574 2.963 -25.622
H -15.039 -12.655 -40.241
H -22.856 0.129 -42.287
H -17.509 3.342 -28.880
H -22.236 7.148 -34.043
H -21.362 9.453 -32.943
O -18.267 -5.927 -36.526
H -22.488 -0.776 -34.917
H -16.425 -2.758 -29.383
H -22.314 -6.860 -28.214
H -23.204 2.153 -25.360
O -17.465 1.801 -27.629
H -18.646 -4.034 -35.868
H -26.532 -10.675 -30.587
H -16.487 -5.207 -30.906
H -22.569 -0.968 -37.910
C -16.738 2.742 -28.398
H -22.348 2.595 -29.550
H -20.888 4.034 -21.844
H -19.131 2.559 -21.703
O -19.879 3.452 -23.529
H -17.797 0.464 -30.310
C -24.428 -0.490 -38.524
H -15.926 0.913 -24.843
H -19.137 -5.226 -29.212
H -22.160 -9.791 -28.695
H -25.288 0.101 -38.208
C -19.858 -0.147 -35.066
H -26.162 -6.866 -30.342
H -15.118 -12.149 -38.538
O -26.386 -6.463 -32.399
H -18.690 9.651 -32.996
H -19.576 -1.454 -31.650
H -21.282 -7.449 -29.434
H -24.309 5.027 -25.029
H -18.960 -5.219 -34.648
C -17.632 -6.490 -29.553
H -25.434 -4.407 -35.299
H -18.790 8.950 -31.412
H -24.485 0.287 -40.627
O -16.886 -1.737 -34.898
O -17.783 1.413 -32.152
H -23.872 -2.510 -34.790
N -17.705 -1.352 -32.105
H -24.220 5.786 -32.796
H -16.497 -3.703 -34.216
H -21.147 3.348 -27.318
C -17.444 -2.655 -32.682
H -19.962 0.554 -34.238
H -18.797 2.599 -30.781
C -24.408 -4.355 -30.697
O -21.693 1.383 -27.455
O -23.926 0.553 -28.311
O -20.958 0.028 -36.020
C -21.137 8.461 -32.552
C -24.300 -10.213 -28.998
H -23.249 7.981 -32.904
H -19.942 -5.433 -25.709
H -26.885 -8.207 -31.329
O -20.449 -1.481 -31.251
H -16.583 -8.655 -39.443
H -24.628 -4.876 -33.867
H -23.268 1.809 -30.883
C -23.463 -3.478 -35.081
C -19.392 -6.455 -31.962
H -17.873 8.169 -32.751
H -21.911 -5.027 -29.818
H -21.465 0.800 -41.358
C -18.784 8.699 -32.473
O -25.020 -1.587 -32.747
C -23.326 4.202 -31.628
H -21.610 -3.659 -25.820
C -17.103 0.673 -31.125
H -25.938 3.677 -27.144
O -22.092 3.501 -31.402
H -21.377 5.953 -32.086
H -22.415 -5.966 -31.145
N -17.954 1.577 -24.693
H -20.257 -5.898 -32.323
H -16.672 -6.732 -29.097
H -21.557 1.628 -30.807
H -18.289 -11.151 -39.125
H -16.993 -3.378 -32.002
H -23.188 -0.801 -32.487
H -16.041 2.304 -29.113
N -23.245 -8.117 -29.550
O -16.071 -3.969 -27.692
H -18.219 -7.398 -29.689
C -19.049 -5.036 -35.719
C -23.793 0.157 -39.795
N -18.539 -8.387 -38.638
C -23.225 5.378 -32.618
H -24.121 0.792 -36.259
H -25.491 6.975 -24.086
H -21.246 8.649 -31.483
H -20.117 -4.937 -35.913
H -19.831 1.466 -22.755